[1]
Below is 2 unconnected molecules or ions with the total composition C4H13N2O, with properties calculated with ωB97M-V with the def2-TZVPD basis set.

Charge: +1
Multiplicity: 1
Electronic energy in hartree: -344.61729
HOMO energy in eV: -13.710

Geometry as XYZ:
```
20
Properties=species:S:1:pos:R:3:forces:R:3:lowdin_charge:R:1
C -0.679496 -1.467388 0.013924 0.2712 -0.8295 1.3323 -0.1586
C -1.155045 -0.074413 0.583214 -0.8919 2.1642 -2.0052 -0.1413
C -1.454226 0.830730 -0.729886 3.0158 2.7464 1.3459 -0.1885
C 0.341303 1.824311 -2.113789 -0.6766 -4.5675 -1.1700 0.0056
N -0.307642 0.736227 -1.776133 0.1894 1.6743 1.1783 -0.0501
N 0.870241 -1.365474 -0.031002 0.5636 2.8719 -0.4206 0.0825
H -0.996064 -1.670676 -1.014447 0.1155 0.7978 0.0261 0.1096
H -1.001287 -2.466678 0.482608 0.7198 1.8123 0.2393 0.1425
H -2.050900 0.126024 1.266012 1.0524 -1.3823 -1.0119 0.1379
H -0.389198 0.586674 1.039750 0.2363 -1.3846 0.1541 0.0900
H -2.425255 0.724632 -1.075085 -1.5583 -1.2023 -1.5056 0.0751
H -1.509851 1.942956 -0.434851 0.3124 -1.4704 0.1001 0.1250
H 0.132344 2.811907 -1.926608 -1.0327 2.2829 1.1965 0.0492
H 1.137267 1.716930 -2.871844 -0.2020 -0.2951 0.5503 0.0861
H 1.349101 -1.168400 1.007315 -1.2046 -0.4825 -3.1396 0.1695
H 1.270086 -2.145823 -0.588196 -0.0713 0.4329 0.9234 0.1496
H 1.043739 -0.406312 -0.743277 -0.7332 -2.9318 2.2783 0.2127
H 1.627023 -0.786474 3.313771 -0.2763 0.6884 -1.9403 0.0997
H 2.419812 0.428342 3.086797 -1.6324 -1.2160 -2.5196 0.1392
O 1.778046 -0.177102 2.511724 1.8029 0.2910 4.3882 -0.1358
```
Positions in Å, forces in eV/Å.


[2]
Below is 11 unconnected molecules or ions with the total composition C44H121N11O11, with properties calculated with ωB97M-V with the def2-TZVPD basis set.

Charge: +1
Multiplicity: 2
Electronic energy in hartree: -3178.26506
HOMO energy (spin up / spin down) in eV: -10.239 / -10.239

Geometry as XYZ:
```
187
Properties=species:S:1:pos:R:3:forces:R:3:lowdin_spin:R:1
C 1.676548 4.425914 -1.955444 -0.2650 -0.4407 -0.1301 0.0005
C 1.392138 3.810934 -0.562584 1.7116 0.8682 -1.9635 0.0005
C 2.345988 4.442424 0.418116 2.3318 -0.8047 1.0179 0.0000
O 3.695128 4.069754 0.096346 0.5881 -0.4220 -1.2409 0.0000
C 4.766218 4.590194 0.893896 -1.4669 0.6522 1.1116 0.0000
N 0.029088 4.100484 -0.218824 -0.8228 -0.0995 1.5411 0.0024
H 1.179688 3.935654 -2.792624 0.2459 -0.7701 0.1974 0.0001
H 2.752188 4.404214 -2.130444 -0.1292 0.3433 -0.0935 0.0000
H 1.218238 5.408914 -2.063874 0.5845 0.4454 0.5642 0.0000
H 1.659918 2.755164 -0.604464 -0.5596 -0.1647 0.0970 0.0000
H 2.240278 3.955444 1.387536 -0.8500 0.5023 0.6059 0.0000
H 2.287168 5.529654 0.468756 -0.3881 0.2117 0.0802 0.0000
H 5.734908 4.104034 0.778196 -0.4034 -0.2002 -0.7517 0.0000
H 4.507888 4.470264 1.946026 0.0029 -0.2033 0.2957 0.0000
H 4.840018 5.671424 0.777346 0.2820 0.1144 -0.4258 0.0000
H -0.146772 3.722314 0.701046 -0.1545 -1.1334 0.3529 0.0013
H 0.038958 5.052134 0.119356 -0.0362 1.0354 -0.6512 0.0007
C -5.793562 -5.342096 -5.795164 0.5572 0.5278 -0.3740 0.0000
C -4.454052 -5.832976 -6.427254 -0.0015 0.8627 1.1820 0.0000
C -3.134062 -5.169666 -5.856574 -1.3254 -0.7985 0.2523 0.0000
O -3.167302 -3.796576 -6.064494 0.0931 0.5174 -0.4292 0.0000
C -1.963242 -3.187246 -5.662214 -0.9682 1.2424 0.3111 0.0000
N -4.399962 -7.241766 -6.123824 0.9747 -0.8851 -0.5676 0.0000
H -5.967732 -5.709766 -4.783934 0.5820 -0.0866 0.1244 0.0000
H -6.655492 -5.719246 -6.345564 0.1356 0.0118 -0.3919 0.0000
H -5.865822 -4.254846 -5.767114 0.0403 -0.0018 -0.1486 0.0000
H -4.384872 -5.613326 -7.492644 -0.5474 0.0977 -0.2523 0.0000
H -2.216532 -5.522996 -6.327104 -0.1071 -0.7255 -0.3321 0.0000
H -3.046222 -5.398536 -4.794504 -0.0913 -0.1238 0.3550 0.0000
H -1.035672 -3.716126 -5.881334 -0.1981 -0.2877 -0.2177 0.0000
H -2.041132 -2.956436 -4.599784 0.4709 -0.3099 0.3564 0.0000
H -1.985582 -2.201346 -6.126554 0.3895 0.0185 -0.2683 0.0000
H -3.714142 -7.626726 -6.757504 0.5252 -0.4316 0.1693 0.0000
H -5.224252 -7.756086 -6.399724 -0.5325 0.3469 0.1288 0.0000
C 0.118208 -2.698796 6.746436 0.6646 0.1170 1.2933 0.0000
C 1.652228 -2.617196 7.094346 -0.6585 -0.4722 -1.6791 0.0000
C 2.137978 -1.277336 7.648746 -0.9575 0.0698 0.9952 0.0000
O 1.753678 -0.082866 6.962266 0.3977 -0.9250 1.4182 0.0000
C 2.077548 -0.159646 5.646706 -1.0572 0.7051 -2.2434 0.0000
N 2.000998 -3.768956 7.958676 -0.6911 0.8370 -0.0795 0.0000
H -0.374052 -2.401656 7.672446 -0.4289 0.4144 -0.1662 0.0000
H -0.266852 -3.707136 6.594496 0.5661 -0.3105 -0.1294 0.0000
H -0.231282 -2.131306 5.883946 0.2472 0.3444 0.2203 0.0000
H 2.183908 -2.814906 6.163586 0.1474 0.4359 -0.4663 0.0000
H 3.223598 -1.312776 7.739736 0.2213 0.0283 0.0594 0.0000
H 1.680628 -1.124396 8.626266 0.2898 -0.2576 0.2560 0.0000
H 1.370458 -0.815496 5.138786 0.1345 -0.5055 -0.3472 0.0000
H 3.089858 -0.449716 5.365276 0.3435 -0.0475 0.3922 0.0000
H 1.838728 0.812314 5.215026 0.4067 0.2996 -0.0938 0.0000
H 3.004398 -3.821996 8.060996 0.2300 -0.0150 0.0488 0.0000
H 1.738868 -4.517376 7.333176 0.1448 -0.7130 0.4172 0.0000
C 3.838758 -7.653086 1.803986 -1.2590 0.2550 2.2699 0.0000
C 3.986618 -6.202176 1.395126 -0.5259 -1.1403 -0.9539 0.0000
C 4.532248 -5.278286 2.477836 -1.4657 0.9234 0.6706 0.0000
O 3.602618 -4.985966 3.590426 0.9814 0.2695 -0.2079 0.0000
C 2.447478 -4.226686 3.203236 0.1558 -1.1229 -0.1912 0.0000
N 4.948828 -6.168566 0.367206 3.1009 1.1925 -1.6755 0.0000
H 4.769038 -8.210896 1.911336 0.1723 0.2284 -0.4540 0.0000
H 3.088708 -8.226336 1.259086 0.2293 0.1173 -0.2476 0.0000
H 3.481688 -7.561136 2.829726 -0.4299 -0.6433 0.3657 0.0000
H 3.063748 -5.817666 0.960876 -0.2526 0.0477 0.3312 0.0000
H 4.791568 -4.309526 2.050796 0.0662 -0.0622 -0.3437 0.0000
H 5.457438 -5.724456 2.842586 -0.1991 0.0219 0.6563 0.0000
H 1.906588 -4.959436 2.604386 -0.7532 0.7892 -0.3609 0.0000
H 2.594918 -3.258016 2.725696 0.7849 -0.1835 -0.8001 0.0000
H 1.824518 -3.886616 4.030506 0.2677 -0.8343 0.6897 0.0000
H 5.799418 -6.561886 0.743916 0.4590 0.2485 0.2503 0.0000
H 4.918228 -6.682516 -0.501704 -1.3865 -0.0714 0.0352 0.0000
C -4.137072 5.091964 1.399296 0.1646 0.7890 -0.1125 0.0136
C -3.136232 3.975394 1.109456 -3.0471 0.3639 1.6977 0.1051
C -3.025712 3.071384 2.347286 1.8895 -1.0453 0.0844 0.0138
O -2.396912 3.785984 3.403196 -0.6725 0.0151 -0.6027 0.0017
C -2.100662 3.079464 4.612166 0.0392 0.9805 0.6166 0.0005
N -3.640612 3.281964 -0.047234 2.9761 0.8210 0.7798 0.6950
H -3.850582 5.689034 2.265056 0.1426 -0.0539 -0.1592 0.0000
H -5.139372 4.709044 1.591286 0.1252 -0.3014 0.0397 0.0010
H -4.210492 5.727724 0.516956 -0.0133 0.3007 0.1208 0.0000
H -2.168982 4.369024 0.797086 0.4349 0.1019 -0.1695 0.0546
H -2.359402 2.239564 2.118816 0.1749 -0.4150 -0.3648 -0.0002
H -3.971242 2.577424 2.571076 -0.4182 0.5186 0.3546 0.0013
H -1.223352 2.432604 4.610006 -0.1543 -0.4002 -0.7497 0.0000
H -2.965632 2.598714 5.069106 -0.1055 -0.2306 -0.3541 0.0002
H -1.805692 3.869464 5.302816 -0.1432 0.0942 0.0099 0.0001
H -3.739852 3.906874 -0.834464 -0.8921 0.0780 -0.7468 0.0181
H -2.982042 2.542354 -0.245664 -0.4257 -2.0372 -0.8788 0.0213
C -0.906142 -1.127806 -2.308734 0.5647 -0.6402 1.3211 0.0002
C -1.324112 -0.364076 -1.001924 0.4744 -1.2969 -0.3578 0.0002
C -0.202682 0.205804 -0.182004 2.2521 0.5012 -0.0686 0.0000
O 0.693008 -0.747146 0.436496 -0.9474 0.1980 0.0358 0.0000
C 1.522248 -0.179406 1.437556 -0.2901 0.0400 0.0668 0.0000
N -2.289412 0.678274 -1.391784 0.6515 0.0858 1.0439 0.0001
H -0.259962 -1.973526 -2.073564 0.3533 0.1158 0.2444 0.0000
H -0.379942 -0.519796 -3.044624 -0.2337 0.2326 -0.0065 0.0000
H -1.774592 -1.633046 -2.731374 0.0574 0.4571 -0.2329 0.0000
H -1.805712 -1.117476 -0.378594 -0.3126 0.0561 0.1531 0.0000
H -0.501232 0.975844 0.529336 -0.7476 -0.2565 0.5856 0.0000
H 0.450148 0.791314 -0.829384 0.1196 0.2280 -0.6345 0.0000
H 0.983218 0.106274 2.340856 -0.5389 -0.1172 0.1708 0.0000
H 2.013168 0.745004 1.133316 0.2762 0.0005 -0.5111 0.0000
H 2.263528 -0.914066 1.751996 0.0020 -0.0234 -0.3403 0.0000
H -2.631322 0.222024 -2.225484 -1.0603 0.7799 -0.4343 0.0002
H -1.734632 1.437974 -1.759444 0.2795 0.4437 -0.3354 -0.0007
C -2.785392 6.298264 -2.136274 0.3600 -0.2521 -0.8187 -0.0003
C -1.989342 5.567474 -3.289594 1.1351 -0.0018 2.0432 0.0046
C -0.751012 6.354644 -3.816314 -1.7466 0.3935 -0.2351 0.0041
O -1.307282 7.385324 -4.650644 1.0414 -0.3833 -0.1530 0.0008
C -0.293842 8.122324 -5.357034 0.2879 -0.3070 0.8745 0.0003
N -1.479082 4.251074 -2.697044 -1.2219 0.9074 -1.2869 0.0566
H -3.459302 5.587234 -1.658364 0.0171 -0.1940 0.0116 -0.0005
H -3.442802 7.123714 -2.409264 0.2363 -0.0283 -0.5884 0.0001
H -2.124742 6.712664 -1.374754 0.2660 -0.2091 0.0363 0.0002
H -2.617192 5.405814 -4.165814 -0.1005 -0.3229 0.2205 0.0009
H -0.100252 5.650224 -4.334394 -0.0461 -0.0135 -0.7134 0.0000
H -0.112372 6.733724 -3.018484 -0.2150 0.5031 0.3116 0.0000
H 0.350138 7.481614 -5.959434 -0.2516 -0.2894 -0.2800 0.0000
H 0.375568 8.548444 -4.609754 0.0674 0.4349 0.0256 0.0000
H -0.715182 8.913344 -5.977404 -0.2816 -0.2539 0.2199 0.0001
H -0.728252 3.946454 -3.300004 -0.1519 -0.4842 -0.3064 0.0018
H -1.021602 4.325394 -1.799664 -0.1357 0.5011 0.3856 -0.0008
C -5.767852 -3.100216 -2.888794 -0.7883 0.2149 -0.2966 0.0000
C -4.500272 -2.261366 -2.958774 -0.3752 -0.3835 0.3930 0.0000
C -4.601692 -0.979696 -3.731624 -1.2523 0.1400 -0.7266 0.0000
O -3.385572 -0.215556 -3.759564 -0.4206 -0.4846 -0.4998 0.0002
C -3.451752 0.985504 -4.495214 -0.3435 0.7056 -0.8791 0.0000
N -4.134732 -1.963246 -1.601674 1.5498 -0.2621 0.6994 0.0001
H -6.252632 -3.264256 -3.851174 0.2014 -0.0436 -0.0572 0.0000
H -6.525062 -2.642076 -2.252514 -0.0172 0.3592 0.0667 0.0000
H -5.583242 -4.065516 -2.417404 0.3284 0.0279 -0.1909 0.0000
H -3.770362 -2.897176 -3.459854 0.4447 0.0219 0.3067 0.0000
H -5.392912 -0.388746 -3.270254 -0.1395 0.3534 0.1019 0.0000
H -4.982472 -1.287556 -4.705444 0.4330 0.5549 -0.6803 0.0000
H -2.483152 1.451164 -4.677034 0.4578 -0.7483 0.1815 -0.0001
H -3.995022 1.825714 -4.062764 -0.5334 -0.2962 0.8338 0.0000
H -3.922422 0.855534 -5.469734 0.0449 -0.3770 -0.1463 0.0000
H -3.328032 -1.361116 -1.684014 -0.0838 -0.1642 0.6425 0.0000
H -4.829772 -1.421636 -1.108044 -0.3800 -0.0023 -0.1720 0.0000
C 1.544188 -1.938966 -5.263684 -0.6276 0.1526 0.6052 0.0000
C 1.267888 -0.574216 -5.926034 1.6853 -0.8207 -0.8085 0.0000
C 2.561078 0.320584 -5.872604 -1.8478 0.9397 -0.0360 0.0000
O 2.810988 0.909574 -4.592644 -0.8780 -1.7820 -0.1557 0.0000
C 3.789978 1.894784 -4.545094 0.2786 -0.0892 0.9989 0.0000
N 0.978068 -0.829016 -7.397494 0.0074 0.5095 1.3216 0.0000
H 2.337998 -2.584226 -5.639984 0.1176 0.5232 -0.5993 0.0000
H 0.634148 -2.538296 -5.290744 -0.0580 -0.0401 0.0070 0.0000
H 1.775328 -1.797456 -4.207924 -0.0408 0.1622 0.1324 0.0000
H 0.447728 -0.101146 -5.386004 -0.0860 0.2275 -0.0241 0.0000
H 2.327278 1.230124 -6.425934 0.2196 -0.2577 -1.1800 0.0000
H 3.345078 -0.288846 -6.322094 0.4977 0.3253 0.2433 0.0000
H 3.594838 2.818314 -5.090184 -0.3051 -0.0758 -0.5457 0.0000
H 4.768438 1.493754 -4.809454 0.1777 0.1303 -0.0635 0.0000
H 3.758808 2.155834 -3.487274 0.5706 0.2568 0.0363 0.0000
H 0.760868 0.035674 -7.872084 0.3658 0.5193 -0.0244 0.0000
H 0.085458 -1.296316 -7.468134 -0.0832 -0.6131 0.1827 0.0000
C 6.929828 2.910304 6.900286 0.8756 -0.7550 -0.0202 0.0000
C 6.001588 3.291624 5.804866 -1.3332 -0.4639 0.6730 0.0000
C 5.746898 2.266224 4.755446 0.9193 -0.5933 -1.7421 0.0000
O 4.730718 2.739144 3.852366 -0.9751 -0.4029 -1.3626 0.0000
C 4.255418 1.776144 2.857586 1.2484 -0.1205 0.4678 0.0000
N 4.706998 3.522094 6.359356 -1.2777 1.9006 0.2025 0.0000
H 7.854528 2.631404 6.395056 0.6041 0.3550 0.6481 0.0000
H 6.648328 2.041884 7.495846 -0.4700 -0.2854 -0.3217 0.0000
H 6.980818 3.706794 7.642646 0.5255 0.2187 -0.3732 0.0000
H 6.405738 4.167764 5.297776 -0.2286 0.3964 0.0992 0.0000
H 5.402228 1.328164 5.190586 0.3484 -0.2684 0.0469 0.0000
H 6.668288 2.219364 4.174976 0.2001 -0.9578 -0.2503 0.0000
H 3.673848 2.155624 2.017426 -0.4214 1.0555 0.7054 0.0000
H 3.718998 0.939034 3.304376 -0.0910 0.0805 0.3093 0.0000
H 5.069278 1.351294 2.270026 0.6366 -0.1886 0.4273 0.0000
H 4.120738 3.511114 5.536996 -0.8965 0.1966 0.4875 0.0000
H 4.379558 2.829874 7.017916 0.2995 -0.2147 -0.0309 0.0000
C -1.049772 -3.870836 1.643276 -0.4091 0.4639 0.5386 0.0000
C -1.856812 -3.561766 2.913386 1.3437 0.6124 0.8817 0.0000
C -2.234532 -2.082946 3.205206 2.5647 -0.5089 -1.1659 0.0000
O -2.805312 -1.893836 4.468016 -0.5856 -0.7239 -0.4976 0.0000
C -3.314812 -0.602446 4.675106 0.8855 0.0533 0.5721 0.0000
N -3.057182 -4.279106 2.929316 -0.9217 -1.6787 -0.1547 0.0000
H -0.908122 -4.948526 1.561846 -0.5312 -0.0698 -0.0327 0.0000
H -0.023232 -3.510056 1.707606 -0.1966 0.6520 -0.2722 0.0000
H -1.627602 -3.484876 0.803486 0.4595 -0.0376 -0.4967 0.0000
H -1.197062 -3.946796 3.690936 -0.1337 0.2325 0.6740 0.0000
H -2.801632 -1.767026 2.329596 -0.7848 0.3221 0.1629 0.0000
H -1.280822 -1.560626 3.129486 0.2811 0.7769 0.2136 0.0000
H -4.169462 -0.334896 4.053736 -0.1860 -0.2110 -0.0698 0.0000
H -2.505422 0.107584 4.505186 0.0769 0.3779 -0.2211 0.0000
H -3.532752 -0.537936 5.741136 -0.4001 0.0152 -0.1243 0.0000
H -3.560222 -3.995446 3.757926 -0.6169 -0.1140 -0.2258 0.0000
H -3.529262 -4.040836 2.068816 -0.7798 -0.1324 0.1382 0.0000
```
Positions in Å, forces in eV/Å.